1 | 12
Properties=species:S:1:pos:R:3 method="wB97M-V/def2-TZVPD" total_charge=0 smiles="CN=S.C=C" e_homo_ev="-8.48 / -8.48" lumo_ev="-1.1 / -1.1" orbital_gap_ev="7.37 / 7.37"
C -2.039 1.478 0.052
N -1.968 0.293 0.763
S -1.242 -0.973 0.144
H -1.531 1.478 -0.841
H -3.111 1.941 0.052
H -1.513 2.266 0.734
C 1.849 -0.646 -0.651
C 1.988 -1.562 0.365
H 2.638 -0.336 -1.304
H 0.855 -0.267 -0.981
H 1.127 -1.700 1.011
H 2.947 -1.971 0.657

***

2 | 12
Properties=species:S:1:pos:R:3 method="wB97M-V/def2-TZVPD" total_charge=0 smiles=N[C@H]1C[C@H]1S e_homo_ev=-8.72 lumo_ev=0.8 orbital_gap_ev=9.47
N 0.663 1.637 0.110
C 0.796 0.288 -0.478
C 0.688 -0.874 0.507
C -0.409 -0.667 -0.560
S -1.675 0.341 -0.058
H -0.019 2.248 -0.474
H -0.212 1.329 0.825
H 1.377 0.159 -1.379
H 1.417 -1.679 0.444
H 0.343 -0.619 1.538
H -0.431 -1.664 -1.233
H -2.538 -0.500 0.758

***

3 | 12
Properties=species:S:1:pos:R:3 method="wB97M-V/def2-TZVPD" total_charge=0 e_homo_ev=-8.54 lumo_ev=0.8 orbital_gap_ev=9.35
C -0.598 0.293 -0.413
C -0.712 -0.618 0.729
C 0.877 0.666 -0.333
H -2.038 1.363 0.027
H -1.601 2.147 -1.416
H -0.770 0.038 -1.532
H -0.691 0.002 1.715
H -1.459 -1.535 1.058
H 1.018 1.241 0.798
H 1.307 1.331 -1.163
N -1.203 1.743 -0.231
S 0.953 -1.177 0.140

***

Relative stability in eV, measured from the most stable structure: 1 0.402; 2 0.000; 3 1.444

***

1 | 9
Properties=species:S:1:pos:R:3 method="wB97M-V/def2-TZVPD" total_charge=0 smiles="[H]/N=C(/N)C=O" e_homo_ev=-9.63 lumo_ev=0.0 orbital_gap_ev=9.60
H -0.124 -0.237 -2.029
N -0.864 -0.118 -1.353
C -0.287 -0.027 -0.214
N -0.992 0.172 0.938
C 1.221 -0.088 -0.054
O 1.948 -0.170 -1.011
H -2.004 0.288 0.916
H -0.516 0.283 1.809
H 1.617 -0.102 0.998

***

2 | 9
Properties=species:S:1:pos:R:3 method="wB97M-V/def2-TZVPD" total_charge=0 e_homo_ev=-9.47 lumo_ev=-0.2 orbital_gap_ev=9.26
C 0.386 -0.558 -0.521
C -0.545 0.254 0.017
N 1.319 0.237 0.214
N 0.402 1.179 0.642
O -2.598 0.094 0.121
H 0.454 -1.382 -1.280
H 1.953 0.596 -0.379
H 0.254 1.114 1.641
H -2.733 0.079 -0.837

***

Relative stability in eV, measured from the most stable structure: 1 0.000; 2 6.165

***

1 | 10
Properties=species:S:1:pos:R:3 method="wB97M-V/def2-TZVPD" total_charge=0 e_homo_ev=-8.73 lumo_ev=0.3 orbital_gap_ev=9.04
C -0.271 -1.506 0.167
C 0.363 0.819 0.671
O 0.434 1.966 -0.079
P -1.240 0.025 0.233
S 1.439 -0.558 0.076
H -0.035 -2.148 0.987
H -0.478 -1.893 -0.869
H 0.692 0.934 1.764
H 1.292 2.400 -0.042
H -0.974 0.124 -1.091

***

2 | 10
Properties=species:S:1:pos:R:3 method="wB97M-V/def2-TZVPD" total_charge=0 e_homo_ev="-7.66 / -7.67" lumo_ev="-0.4 / -0.4" orbital_gap_ev="7.29 / 7.30"
C 2.020 0.781 -0.632
C -0.503 -1.319 0.444
O -2.356 0.478 0.487
P -1.067 0.020 -0.435
S 0.987 1.005 0.621
H 2.985 0.377 -0.386
H 1.596 0.813 -1.534
H -1.114 -1.644 1.282
H 0.090 -1.976 -0.133
H -2.637 1.465 0.285

***

3 | 10
Properties=species:S:1:pos:R:3 method="wB97M-V/def2-TZVPD" total_charge=0 smiles="[PH2]#CS.C=O" e_homo_ev=-8.52 lumo_ev=-0.8 orbital_gap_ev=7.74
P 1.060 0.630 0.598
C 0.946 -0.673 -0.711
S 0.152 -2.121 -0.011
H 2.373 0.349 0.779
H 1.320 1.496 -0.447
H 0.364 -2.956 -1.125
C -1.575 0.770 0.226
O -2.104 0.029 0.956
H -1.368 0.697 -0.830
H -1.168 1.779 0.564

***

Relative stability in eV, measured from the most stable structure: 1 0.000; 2 0.832; 3 3.218

***

1 | 132
Properties=species:S:1:pos:R:3 method="wB97M-V/def2-TZVPD" total_charge=0 smiles=CC(C)O.CC(C)O.CC(C)O.CC(C)O.CC(C)O.CC(C)O.CC(C)O.CC(C)O.CC(C)O.CC(C)O.CC(C)O e_homo_ev=-9.26 lumo_ev=0.3 orbital_gap_ev=9.57
C 0.000 6.782 -0.385
C -0.419 5.328 -0.051
C 0.111 4.921 1.345
O -1.813 5.174 -0.012
H -0.380 7.127 -1.346
H 1.084 6.898 -0.414
H -0.388 7.451 0.383
H 0.016 4.654 -0.789
H 0.185 3.837 1.432
H -0.475 5.361 2.152
H 1.071 5.368 1.604
H -2.005 4.278 0.273
C -4.073 1.255 2.115
C -3.040 2.305 2.466
C -1.794 1.815 3.177
O -2.563 2.781 1.191
H -4.659 0.902 2.963
H -3.521 0.368 1.804
H -4.818 1.649 1.424
H -3.483 3.177 2.949
H -1.217 1.138 2.547
H -2.051 1.199 4.038
H -1.111 2.605 3.491
H -1.820 2.211 0.979
C 2.805 0.591 -4.609
C 1.404 0.410 -4.124
C 0.400 1.600 -4.319
O 0.881 -0.757 -4.833
H 3.230 1.548 -4.306
H 2.901 0.616 -5.695
H 3.491 -0.199 -4.306
H 1.449 0.213 -3.053
H 0.809 2.591 -4.124
H -0.398 1.520 -3.580
H -0.026 1.649 -5.321
H 0.637 -0.519 -5.731
C -0.927 -3.449 -3.265
C 0.581 -3.862 -3.123
C 1.081 -4.398 -4.445
O 1.290 -2.670 -2.817
H -1.107 -2.964 -4.224
H -1.098 -2.797 -2.408
H -1.640 -4.265 -3.150
H 0.687 -4.625 -2.353
H 0.779 -3.819 -5.317
H 0.765 -5.433 -4.577
H 2.170 -4.438 -4.434
H 1.120 -1.990 -3.472
C 2.319 1.031 4.377
C 2.764 2.509 4.677
C 3.895 2.538 5.708
O 3.430 3.098 3.634
H 1.572 1.012 3.583
H 1.907 0.512 5.243
H 3.125 0.430 3.957
H 1.914 3.095 5.025
H 3.563 1.992 6.591
H 4.073 3.544 6.089
H 4.826 2.072 5.384
H 4.042 3.729 4.020
C -6.593 -0.388 -2.263
C -5.312 -0.602 -1.481
C -4.861 -2.061 -1.414
O -4.413 0.132 -2.260
H -7.418 -0.723 -1.634
H -6.657 -0.922 -3.211
H -6.898 0.655 -2.340
H -5.382 -0.269 -0.446
H -3.927 -2.145 -0.859
H -4.654 -2.381 -2.435
H -5.647 -2.598 -0.884
H -4.217 0.980 -1.856
C -4.274 -1.221 -6.864
C -3.967 -1.138 -5.351
C -2.574 -0.590 -5.051
O -4.926 -0.270 -4.842
H -4.261 -0.240 -7.339
H -5.265 -1.652 -7.008
H -3.539 -1.883 -7.322
H -4.060 -2.128 -4.903
H -2.463 -0.334 -3.997
H -2.394 0.286 -5.674
H -1.720 -1.235 -5.259
H -4.768 -0.239 -3.896
C -1.242 -4.248 4.163
C -0.097 -3.528 4.930
C 0.469 -2.216 4.283
O -0.567 -3.244 6.218
H -1.413 -5.216 4.634
H -0.997 -4.478 3.126
H -2.172 -3.680 4.194
H 0.714 -4.254 4.975
H 0.694 -2.390 3.231
H 1.310 -1.875 4.887
H -0.296 -1.441 4.323
H 0.078 -2.669 6.637
C 0.446 -0.718 0.838
C 0.182 0.364 -0.205
C -1.059 0.130 -1.067
O -0.045 1.595 0.455
H 1.261 -0.491 1.525
H 0.831 -1.604 0.333
H -0.452 -1.004 1.385
H 1.037 0.398 -0.882
H -1.512 1.071 -1.380
H -1.743 -0.499 -0.498
H -0.786 -0.368 -1.997
H 0.757 2.119 0.518
C 4.964 -3.423 4.478
C 3.980 -4.133 3.481
C 3.482 -3.160 2.418
O 4.655 -5.211 2.826
H 5.565 -4.113 5.071
H 4.346 -2.906 5.211
H 5.625 -2.748 3.934
H 3.117 -4.624 3.931
H 2.649 -3.605 1.874
H 4.265 -2.963 1.686
H 3.061 -2.255 2.858
H 4.239 -5.229 1.961
C 3.941 0.899 0.523
C 3.731 2.381 0.230
C 3.474 2.763 -1.255
O 2.666 2.891 1.036
H 4.989 0.617 0.421
H 3.275 0.306 -0.103
H 3.616 0.676 1.540
H 4.546 2.944 0.688
H 3.534 3.844 -1.384
H 2.457 2.521 -1.566
H 4.160 2.215 -1.901
H 2.908 2.822 1.963

***

2 | 132
Properties=species:S:1:pos:R:3 method="wB97M-V/def2-TZVPD" total_charge=0 smiles=CC(C)O.CC(C)O.CC(C)O.CC(C)O.CC(C)O.CC(C)O.CC(C)O.CC(C)O.CC(C)O.CC(C)O.CC(C)O e_homo_ev=-10.11 lumo_ev=0.2 orbital_gap_ev=10.30
C 24.521 -3.661 -7.183
C 24.155 -4.720 -8.256
C 23.212 -5.803 -7.691
O 23.393 -4.096 -9.241
H 25.343 -4.082 -6.603
H 23.723 -3.485 -6.461
H 24.987 -2.795 -7.654
H 25.026 -5.224 -8.675
H 22.401 -5.387 -7.093
H 23.773 -6.521 -7.093
H 22.729 -6.385 -8.476
H 23.815 -3.288 -9.541
C 26.011 3.395 -6.020
C 25.393 4.771 -5.763
C 26.219 5.622 -4.855
O 25.178 5.566 -6.936
H 26.004 2.803 -5.105
H 27.027 3.450 -6.410
H 25.515 2.756 -6.751
H 24.399 4.667 -5.327
H 26.408 5.093 -3.921
H 25.735 6.567 -4.608
H 27.162 5.907 -5.323
H 24.593 6.271 -6.649
C 20.842 -1.003 -18.702
C 20.470 -1.997 -17.656
C 21.440 -1.920 -16.473
O 19.103 -1.854 -17.226
H 21.650 -1.359 -19.342
H 21.172 -0.038 -18.316
H 20.052 -0.753 -19.410
H 20.557 -2.989 -18.100
H 22.429 -2.169 -16.858
H 21.275 -2.630 -15.663
H 21.528 -0.902 -16.093
H 19.057 -2.379 -16.423
C 28.008 0.791 -11.950
C 26.957 -0.186 -12.526
C 27.281 -1.638 -12.325
O 25.648 -0.024 -12.020
H 27.848 0.983 -10.889
H 27.818 1.753 -12.426
H 29.074 0.575 -12.025
H 26.892 0.071 -13.583
H 28.318 -1.822 -12.605
H 26.604 -2.335 -12.820
H 27.314 -1.819 -11.251
H 25.326 0.866 -12.180
C 21.074 -13.485 -7.984
C 21.572 -14.894 -7.762
C 21.132 -15.884 -8.826
O 22.987 -14.766 -7.662
H 21.245 -12.947 -7.051
H 19.995 -13.404 -8.115
H 21.476 -12.908 -8.816
H 21.256 -15.273 -6.790
H 20.067 -16.111 -8.805
H 21.732 -16.777 -8.648
H 21.395 -15.471 -9.800
H 23.158 -14.458 -6.769
C 18.899 -0.134 -10.071
C 18.762 -0.797 -8.667
C 17.402 -0.447 -8.058
O 18.837 -2.215 -8.907
H 19.868 -0.501 -10.408
H 18.804 0.948 -9.976
H 18.148 -0.506 -10.767
H 19.572 -0.430 -8.037
H 17.298 -0.917 -7.080
H 16.636 -0.842 -8.725
H 17.161 0.614 -7.995
H 19.748 -2.422 -9.128
C 34.808 -7.238 -8.214
C 33.485 -6.945 -9.025
C 32.236 -7.687 -8.444
O 33.261 -5.524 -8.900
H 34.981 -8.314 -8.191
H 34.828 -6.973 -7.157
H 35.696 -6.807 -8.676
H 33.597 -7.164 -10.087
H 31.291 -7.156 -8.559
H 32.471 -7.771 -7.383
H 32.122 -8.625 -8.987
H 33.907 -5.163 -9.512
C 25.782 -7.289 1.966
C 26.301 -6.972 0.552
C 25.293 -6.658 -0.559
O 27.194 -5.872 0.647
H 25.078 -8.121 1.992
H 25.316 -6.448 2.481
H 26.517 -7.596 2.711
H 26.917 -7.796 0.192
H 25.769 -6.252 -1.452
H 24.495 -5.992 -0.230
H 24.753 -7.509 -0.974
H 28.029 -6.146 0.260
C 17.948 -5.687 -3.073
C 17.218 -6.275 -4.224
C 17.703 -7.643 -4.589
O 15.863 -6.389 -3.769
H 17.730 -4.619 -3.056
H 19.027 -5.815 -3.159
H 17.676 -6.136 -2.118
H 17.241 -5.699 -5.150
H 17.616 -8.379 -3.790
H 18.705 -7.644 -5.017
H 17.104 -8.109 -5.372
H 15.581 -5.523 -3.464
C 19.457 -9.033 -16.329
C 20.757 -8.488 -15.784
C 20.753 -8.389 -14.247
O 21.888 -9.258 -16.138
H 19.225 -10.059 -16.042
H 19.568 -9.001 -17.412
H 18.623 -8.369 -16.102
H 20.794 -7.498 -16.239
H 20.817 -9.377 -13.792
H 19.897 -7.830 -13.869
H 21.623 -7.855 -13.864
H 21.715 -10.159 -15.856
C 18.221 2.933 -2.142
C 18.827 1.767 -1.400
C 20.150 1.334 -2.018
O 19.107 2.091 -0.023
H 18.869 3.808 -2.101
H 17.270 3.225 -1.697
H 18.131 2.746 -3.212
H 18.146 0.919 -1.322
H 20.044 0.927 -3.024
H 20.576 0.557 -1.384
H 20.863 2.155 -1.954
H 19.367 1.295 0.448

***

3 | 132
Properties=species:S:1:pos:R:3 method="wB97M-V/def2-TZVPD" total_charge=0 smiles=CC(C)O.CC(C)O.CC(C)O.CC(C)O.CC(C)O.CC(C)O.CC(C)O.CC(C)O.CC(C)O.CC(C)O.CC(C)O e_homo_ev=-9.58 lumo_ev=0.2 orbital_gap_ev=9.80
C 6.184 1.137 2.886
C 4.724 1.089 2.367
C 3.750 0.683 3.461
O 4.373 2.360 1.823
H 6.756 0.504 2.209
H 6.286 0.825 3.919
H 6.489 2.170 2.722
H 4.634 0.372 1.545
H 3.857 -0.336 3.823
H 2.738 0.802 3.045
H 3.719 1.445 4.245
H 3.388 2.389 1.785
C 4.655 5.261 -0.191
C 4.403 4.754 -1.591
C 3.279 3.716 -1.704
O 3.918 5.832 -2.435
H 5.207 4.554 0.430
H 3.769 5.532 0.384
H 5.248 6.184 -0.185
H 5.299 4.361 -2.073
H 3.271 3.210 -2.668
H 2.264 3.990 -1.430
H 3.555 2.975 -0.941
H 4.297 6.674 -2.163
C 2.385 -4.442 -1.509
C 1.778 -4.083 -2.834
C 1.783 -2.573 -3.103
O 2.615 -4.704 -3.857
H 2.136 -5.468 -1.235
H 1.936 -3.814 -0.733
H 3.462 -4.291 -1.479
H 0.810 -4.549 -3.044
H 1.059 -2.189 -2.376
H 1.473 -2.332 -4.120
H 2.770 -2.126 -2.994
H 2.181 -4.615 -4.709
C -2.475 -2.789 -3.412
C -3.926 -2.561 -2.974
C -4.095 -1.272 -2.205
O -4.737 -2.506 -4.143
H -2.400 -3.611 -4.126
H -1.829 -3.036 -2.573
H -2.217 -1.885 -3.970
H -4.194 -3.481 -2.442
H -3.425 -1.103 -1.351
H -5.105 -1.063 -1.857
H -3.723 -0.427 -2.798
H -5.672 -2.531 -3.927
C -0.765 -0.525 -0.284
C 0.643 -0.119 0.175
C 1.269 0.782 -0.886
O 0.542 0.708 1.327
H -1.374 0.383 -0.311
H -1.184 -1.162 0.498
H -0.779 -0.926 -1.297
H 1.290 -0.996 0.293
H 0.672 1.619 -1.262
H 1.422 0.207 -1.808
H 2.231 1.194 -0.582
H 0.280 0.137 2.087
C -3.897 -6.258 -0.382
C -3.215 -5.432 0.684
C -3.543 -3.948 0.540
O -3.673 -5.875 1.960
H -3.410 -6.177 -1.359
H -4.904 -5.920 -0.646
H -3.955 -7.312 -0.111
H -2.136 -5.590 0.590
H -4.570 -3.755 0.243
H -2.786 -3.439 -0.073
H -3.365 -3.374 1.458
H -3.101 -5.575 2.669
C 0.939 3.693 3.574
C 0.876 3.946 2.071
C 1.161 5.384 1.640
O 1.785 3.081 1.368
H 0.211 4.214 4.192
H 1.957 3.940 3.893
H 0.891 2.617 3.764
H -0.105 3.677 1.658
H 1.383 5.469 0.580
H 1.984 5.872 2.170
H 0.283 5.958 1.956
H 1.255 2.316 1.062
C -3.343 3.075 -0.136
C -3.867 3.118 -1.584
C -5.329 2.741 -1.672
O -3.747 4.422 -2.156
H -2.312 3.423 -0.053
H -3.401 2.037 0.200
H -3.948 3.674 0.546
H -3.248 2.435 -2.171
H -5.498 2.586 -2.742
H -5.984 3.575 -1.414
H -5.637 1.870 -1.098
H -2.819 4.530 -2.392
C 2.188 -4.620 4.452
C 1.257 -3.470 4.000
C 0.782 -3.766 2.564
O 0.129 -3.406 4.868
H 1.804 -5.605 4.191
H 2.184 -4.540 5.541
H 3.166 -4.478 3.996
H 1.888 -2.577 4.008
H 1.720 -3.636 2.016
H 0.011 -3.039 2.313
H 0.507 -4.811 2.447
H 0.209 -2.639 5.443
C -1.128 1.569 -4.173
C 0.386 1.677 -4.424
C 0.753 1.292 -5.862
O 0.751 3.051 -4.235
H -1.653 2.077 -4.981
H -1.383 1.841 -3.155
H -1.294 0.503 -4.369
H 0.847 1.064 -3.639
H 1.728 1.726 -6.076
H 0.050 1.772 -6.548
H 0.606 0.228 -6.057
H 1.649 3.168 -4.560
C -2.960 -0.542 4.573
C -2.320 -0.167 3.234
C -2.457 1.331 2.986
O -0.942 -0.530 3.259
H -4.043 -0.449 4.602
H -2.512 0.121 5.321
H -2.705 -1.546 4.928
H -2.860 -0.737 2.470
H -3.500 1.613 2.882
H -1.844 1.630 2.134
H -1.980 1.894 3.793
H -0.871 -1.335 3.788

***

Relative stability in eV, measured from the most stable structure: 1 0.132; 2 1.856; 3 0.000